# 1
The following is a DFT calculation (wB97M-V/def2-TZVPD) of a structure of composition C30H24IN8S2Tc.

Each line ends with the Mulliken spin population.
Geometry (Å):
C  0.37  1.50  -2.58  -0.044
C  2.64  1.07  -2.41  0.003
C  -1.26  -2.32  -4.65  -0.013
H  -0.33  2.44  -4.37  0.000
C  4.69  -4.62  -4.64  0.031
H  4.41  -2.26  -2.22  0.008
N  -2.11  0.77  -0.09  -0.011
H  -1.00  -2.89  3.14  0.002
H  1.98  -2.24  -3.67  -0.005
I  0.90  2.18  1.56  -0.003
S  2.81  -0.92  0.90  0.152
H  0.60  -2.55  -5.70  0.000
H  -0.12  1.08  7.29  0.000
C  1.80  2.12  -4.39  -0.004
C  0.91  -2.19  -3.61  -0.017
S  -0.66  -0.97  1.40  0.001
N  3.93  -4.35  -0.52  0.159
Tc  0.89  0.00  -0.10  0.721
N  1.42  1.01  -1.87  0.053
H  0.77  3.62  4.00  0.000
C  -1.09  -1.89  -2.29  -0.018
H  3.88  1.64  -4.05  0.000
H  -1.81  1.88  -2.29  0.002
C  4.68  -3.38  -4.03  -0.018
H  -0.90  -3.17  5.60  0.000
H  -0.51  -1.18  7.01  0.000
N  1.10  -1.71  -1.23  -0.199
C  4.16  -5.63  -2.52  0.035
C  0.45  2.65  4.37  0.001
H  -2.95  -2.07  -3.34  0.000
C  -1.87  -2.09  -3.42  0.007
C  -0.21  0.16  5.36  -0.003
N  -0.90  0.77  -0.79  0.007
C  4.39  -3.24  -2.68  0.028
C  0.29  1.61  3.49  -0.009
C  0.54  2.06  -3.84  -0.003
C  -0.91  1.41  -1.91  0.019
N  3.71  -3.34  0.30  0.228
H  4.37  -5.12  -0.04  -0.008
C  2.87  -2.37  -0.03  -0.115
C  0.27  2.49  5.75  -0.001
C  -0.48  -1.11  5.93  0.002
H  4.91  -4.72  -5.69  0.002
N  2.02  -2.58  -1.10  0.022
C  -0.47  -0.84  3.16  0.002
H  3.44  0.67  -1.80  -0.005
H  -1.87  -2.46  -5.53  -0.001
H  -1.56  -1.72  -1.33  0.000
H  1.96  2.55  -5.37  0.000
H  3.96  -6.51  -1.92  -0.002
C  -2.03  0.12  1.02  -0.005
H  0.39  3.34  6.41  0.000
H  4.90  -2.49  -4.61  0.000
C  2.87  1.61  -3.66  -0.009
C  0.29  -1.94  -2.39  0.016
C  4.43  -5.75  -3.87  -0.018
H  4.45  -6.73  -4.32  -0.001
C  0.12  -2.37  -4.74  0.010
H  -3.09  -0.49  2.66  0.001
C  -0.02  1.25  6.23  0.000
C  -0.12  0.32  3.94  0.013
C  -0.70  -2.21  5.16  0.001
C  -0.74  -2.04  3.76  0.013
H  -3.85  0.72  1.68  0.000
C  4.12  -4.37  -1.92  -0.030
N  -3.03  0.19  1.92  0.002

- Expectation value of S²: 0.915
- Total energy: -75383.8296 eV
- HOMO level (alpha / beta): -0.3455 / -0.3538 Ha
- Charge: +1
- Kohn-Sham gap (alpha / beta): 6.19 / 6.39 eV
- Spin multiplicity: 2
- Energy above the lowest of the compared OMol25 structures with the same formula, charge and spin: 0.000 eV

# 2
The following is a DFT calculation (wB97M-V/def2-TZVPD) of a structure of composition C32H40Cl2N12O8S2Zr at a distorted geometry.

Each line ends with the Löwdin charge.
Geometry (Å):
H  0.38  -2.76  1.66  0.110
C  -2.86  4.59  4.24  -0.640
Cl  2.01  -2.57  6.23  0.719
H  2.47  -0.28  0.80  0.129
C  -0.48  -3.26  -1.19  0.019
H  -3.75  -1.64  2.57  0.136
N  0.91  -1.34  -1.94  0.093
C  4.27  2.51  0.41  -0.011
H  0.36  -5.08  -3.11  0.136
N  -0.53  1.12  -1.30  -0.009
H  1.86  -4.96  -4.01  0.121
N  3.26  -2.59  -4.39  -0.326
H  -3.85  3.47  -4.01  0.101
H  -2.89  4.97  -3.82  0.105
N  -2.51  2.81  -0.33  0.005
H  5.24  2.98  0.40  0.149
O  3.88  -3.70  -1.57  -0.304
C  -2.62  3.18  -1.57  -0.401
N  -1.79  2.67  -2.54  0.177
C  -2.47  3.58  3.38  -0.156
H  3.62  -5.49  0.51  0.099
C  -4.31  -1.60  0.42  -0.050
S  0.62  3.87  -0.19  0.740
H  -0.92  -2.50  -0.56  0.064
C  1.39  -4.76  -3.05  -0.112
C  2.23  -2.35  -3.41  -0.163
H  6.34  -6.27  -0.70  0.086
C  0.62  0.05  3.53  -0.125
H  3.36  4.30  -0.05  0.161
H  1.35  0.12  5.57  0.127
H  -4.07  -2.66  0.41  0.129
H  -5.32  -1.49  0.04  0.131
S  3.81  -5.13  -1.78  0.641
H  -1.17  1.19  -4.44  0.123
O  -3.17  -1.07  -1.68  0.092
C  1.38  -1.85  4.79  -0.662
C  2.72  0.76  0.64  -0.052
C  1.14  -0.51  4.72  -0.036
H  -4.98  -0.45  2.19  0.136
H  1.30  -3.73  3.74  0.118
N  1.40  -3.30  -2.86  0.056
H  2.39  -0.21  -3.03  0.126
H  4.01  -6.99  -0.38  0.112
H  2.06  -6.60  -2.24  0.124
H  -4.63  4.96  -3.53  0.098
N  3.21  3.31  0.14  0.103
H  -3.24  3.19  0.26  0.057
N  -2.64  0.08  0.24  0.031
O  0.12  2.14  2.50  -0.196
C  1.92  -1.16  -2.84  -0.057
C  2.09  -5.54  -1.96  -0.208
H  -5.08  4.05  -0.54  0.106
N  -3.54  4.07  -2.00  -0.123
C  -4.38  4.75  -1.01  -0.011
H  6.00  -4.66  -0.05  0.078
H  -3.77  5.22  -0.25  0.085
N  -1.92  3.83  2.19  -0.002
C  0.60  -2.13  2.51  0.016
O  -2.44  0.86  2.29  -0.124
H  -1.94  7.18  2.31  0.119
O  3.91  -1.61  -4.70  0.113
H  4.87  0.52  0.89  0.125
Zr  -0.99  1.57  0.80  1.782
C  1.93  2.87  0.13  -0.786
C  -2.11  6.17  2.64  -0.030
H  -1.88  3.05  -3.46  0.127
H  1.62  -5.43  -0.98  0.095
H  -2.62  2.54  3.66  0.095
C  4.05  1.20  0.68  0.006
N  -0.66  0.97  -3.60  0.214
C  -0.98  1.54  -2.42  -0.459
H  -1.31  5.28  0.86  0.050
C  0.32  -0.76  2.41  -0.324
C  -4.09  -0.95  1.80  -0.044
Cl  -3.57  4.17  5.76  0.732
H  -1.27  -3.65  -1.85  0.100
C  -3.03  0.05  1.49  -0.480
H  5.97  -6.07  1.02  0.084
C  -3.72  4.38  -3.42  -0.018
N  1.71  1.56  0.37  0.009
H  -4.95  5.52  -1.52  0.098
H  -2.97  6.71  4.55  0.123
C  -1.75  5.10  1.83  -0.176
H  -0.13  -4.09  -0.57  0.076
O  -0.16  -0.28  1.29  -0.231
C  -3.34  -0.87  -0.51  -0.450
C  0.50  1.46  3.49  -0.114
C  -2.68  5.91  3.88  -0.059
H  -0.13  0.11  -3.59  0.091
O  3.37  -3.70  -4.87  0.105
O  4.53  -5.74  -2.86  -0.275
H  -0.01  0.24  -1.40  0.041
C  5.74  -5.72  0.01  -0.103
C  4.25  -5.93  -0.26  -0.303
C  0.62  -2.63  -1.98  -0.310
H  0.79  2.02  4.38  0.155
C  1.11  -2.66  3.67  -0.051

- Total energy: -116082.5767 eV
- HOMO level: -0.4828 Ha
- Charge: +2
- Kohn-Sham gap: 7.54 eV

# 3
The following is a DFT calculation (wB97M-V/def2-TZVPD) of a cluster of 2 separate species, C18H17NO3 in total at a distorted geometry.

Each line ends with the Löwdin charge.
Geometry (Å):
C  1.16  -3.01  9.76  -0.063
C  1.56  -0.91  7.97  -0.006
H  -0.05  -2.06  0.88  0.085
H  1.71  -0.09  7.27  0.107
O  -1.78  -2.17  7.03  0.096
H  0.86  1.59  1.27  0.087
H  0.99  -3.83  10.45  0.110
H  -0.74  -3.29  8.82  0.119
C  -0.06  -1.55  1.86  -0.087
C  -3.97  -0.83  4.36  0.023
H  0.24  0.32  6.01  0.121
C  2.55  -1.22  8.90  -0.065
C  2.36  -2.27  9.80  -0.062
C  -0.33  -0.13  1.74  -0.360
H  -3.93  -0.04  3.61  0.134
H  -5.91  -1.56  3.84  0.117
O  -2.30  -0.68  0.82  -0.076
C  -5.04  -2.69  5.48  -0.042
H  -1.69  0.68  4.43  0.130
C  -1.71  -0.14  5.15  0.064
H  1.47  0.53  2.56  0.070
C  -3.95  -2.85  6.33  0.013
N  -1.51  0.23  1.19  -0.441
O  -1.78  1.45  1.09  -0.081
C  0.18  -2.71  8.83  -0.007
C  -2.84  -0.96  5.22  -0.135
H  -0.81  -2.06  2.49  0.070
H  -5.91  -3.35  5.57  0.115
C  -5.05  -1.68  4.50  -0.050
C  -0.69  -1.35  6.96  -0.138
H  3.47  -0.64  8.92  0.111
C  -0.64  -0.32  6.02  0.035
H  0.92  -1.69  2.32  0.070
C  -2.87  -1.99  6.19  -0.138
H  3.12  -2.52  10.53  0.108
C  0.35  -1.65  7.91  -0.140
H  0.11  1.61  2.88  0.066
H  -3.93  -3.63  7.09  0.127
C  0.56  0.95  2.13  -0.090

- Total energy: -26568.6852 eV
- HOMO level: -0.2091 Ha
- Charge: 0
- Kohn-Sham gap: 3.16 eV
- Energy above the lowest of the compared OMol25 structures with the same formula, charge and spin: 6.648 eV

# 4
The following is a DFT calculation (wB97M-V/def2-TZVPD) of a cluster of 2 separate species, C2H5NS in total at a distorted geometry.

Each line ends with the Löwdin charge.
Geometry (Å):
H  1.19  -1.53  -1.60  0.093
H  -0.64  -1.65  -1.47  0.002
H  -1.06  0.43  -0.51  0.041
C  -0.05  0.15  -0.84  -0.150
H  -0.20  1.79  1.81  -0.031
S  0.50  -0.11  2.76  0.584
H  0.58  1.12  -0.82  0.077
C  0.16  -1.03  -1.37  -0.092
N  -0.48  0.85  2.04  -0.524

- SMILES string: C=C.N=S
- Total energy: -14476.8557 eV
- HOMO level (alpha / beta): -0.3158 / -0.3161 Ha
- Charge: 0
- Kohn-Sham gap (alpha / beta): 7.42 / 7.42 eV
- Energy above the lowest of the compared OMol25 structures with the same formula, charge and spin: 3.481 eV

# 5
The following is a DFT calculation (wB97M-V/def2-TZVPD) of the molecule C4H9N at a distorted geometry.

Each line ends with the Löwdin charge.
Geometry (Å):
H  -2.15  1.10  -0.61  0.096
H  2.17  -0.29  1.43  0.036
C  -0.23  -1.05  -0.33  -0.185
H  2.06  -1.24  -0.64  0.099
H  -0.65  -1.06  -1.34  0.100
C  1.30  -0.49  -0.37  -0.345
H  1.24  0.27  -1.16  0.076
H  -0.50  1.65  -0.80  0.089
H  -0.23  -2.04  0.13  0.101
C  -0.69  0.03  0.55  -0.126
N  1.32  0.01  0.95  -0.061
H  -1.02  -0.22  1.56  0.109
C  -1.22  1.28  -0.05  -0.070
H  -1.40  2.06  0.69  0.082

- Total energy: -5780.0435 eV
- HOMO level: -0.2624 Ha
- Charge: 0
- Kohn-Sham gap: 7.51 eV
- Energy above the lowest of the compared OMol25 structures with the same formula, charge and spin: 3.768 eV

# 6
The following is a DFT calculation (wB97M-V/def2-TZVPD) of a structure of composition C16H24ClNO2Os at a distorted geometry.

Each line ends with the Mulliken spin population.
Geometry (Å):
H  1.73  2.31  -5.39  0.001
H  -1.08  2.18  -7.05  0.000
H  0.34  4.71  2.12  0.001
H  1.20  -2.69  -1.02  -0.005
C  -1.81  -0.38  1.71  0.196
C  -0.01  -0.54  -6.33  0.006
C  -2.10  -1.24  0.63  -0.100
H  -0.97  -0.90  -5.97  0.001
H  1.52  -0.57  2.76  -0.005
H  1.96  4.00  1.75  0.001
H  -2.48  1.76  -0.74  -0.011
C  0.29  2.95  0.89  0.005
H  0.77  -1.20  -5.95  0.001
H  1.95  1.65  -7.00  0.000
H  -0.70  2.73  -5.43  0.001
H  0.39  -2.68  1.55  0.000
H  1.25  3.57  4.03  0.000
C  2.44  -0.18  0.78  0.197
H  3.03  0.70  0.97  0.023
H  1.37  2.11  3.18  0.000
C  1.63  -0.84  1.73  0.112
O  0.84  1.79  0.61  0.067
C  0.90  3.76  1.99  0.006
C  -2.31  0.91  -0.11  0.002
H  -1.52  -0.69  2.70  0.002
H  -1.82  1.39  -5.67  0.001
H  2.34  0.66  -5.61  0.001
H  -2.08  -2.32  0.65  -0.006
Cl  0.10  0.37  -2.52  0.235
H  -0.02  -0.68  -7.42  0.000
O  -0.82  3.35  0.31  0.038
H  -1.82  1.84  1.85  -0.002
C  1.47  -1.97  -0.26  0.093
C  -1.94  0.95  1.26  -0.072
H  -0.16  2.79  3.50  0.000
C  -2.42  -0.45  -0.49  0.124
H  2.80  -0.58  -1.37  0.005
H  -2.65  -0.81  -1.48  0.011
C  1.04  -1.96  1.09  0.131
C  0.24  0.87  -5.96  0.003
C  -0.89  1.84  -6.02  0.003
N  0.84  3.01  3.25  0.000
C  1.62  1.39  -5.98  0.004
Os  0.00  0.00  0.00  2.861
C  2.34  -0.87  -0.45  0.072

- Expectation value of S²: 6.068
- Total energy: -37535.6896 eV
- HOMO level (alpha / beta): -0.4685 / -0.5278 Ha
- Charge: +2
- Kohn-Sham gap (alpha / beta): 5.25 / 6.86 eV
- Spin multiplicity: 5
- Energy above the lowest of the compared OMol25 structures with the same formula, charge and spin: 0.000 eV